Molecular formula: C23H15Co2N2O6
Method: DFT, ωB97M-V with the def2-TZVPD basis set

```
! RIJCOSX wB97M-V def2-TZVPD def2/J DEFGRID3
* xyz -1 1
O 4.764 3.797 -2.845
C 3.697 3.424 -2.556
Co 2.133 2.785 -2.056
C 1.247 4.029 -1.158
O 0.597 4.725 -0.491
C 1.169 2.554 -3.511
O 0.482 2.307 -4.417
C 2.690 1.200 -0.654
C 1.401 1.035 -1.198
C 0.126 1.363 -0.749
C -1.094 0.855 -1.299
C -2.293 1.563 -1.050
C -3.449 1.170 -1.700
C -3.430 0.059 -2.567
C -2.239 -0.645 -2.819
C -1.071 -0.259 -2.177
Co 2.996 -0.239 -1.719
C 4.661 0.135 -2.187
O 5.736 0.430 -2.510
C 2.228 -0.810 -3.168
O 1.650 -1.144 -4.114
C 2.871 -1.541 -0.545
O 2.737 -2.375 0.248
H 2.820 1.284 0.410
H 0.100 2.099 0.071
H -2.243 2.430 -0.386
H -4.366 1.735 -1.533
H -4.351 -0.258 -3.062
H -2.195 -1.487 -3.511
H -0.106 -0.745 -2.362
C -1.547 1.574 2.912
C -1.258 0.120 2.896
N -0.686 -0.569 1.916
C -0.603 -1.894 2.339
C -1.156 -2.006 3.641
C -1.196 -3.203 4.345
C -0.663 -4.339 3.711
C -0.095 -4.248 2.409
C -0.062 -3.028 1.729
N -1.560 -0.701 3.959
H -1.240 1.970 1.937
H -2.626 1.748 3.058
H -0.971 2.067 3.712
H -1.639 -3.220 5.350
H -0.675 -5.309 4.210
H 0.320 -5.144 1.936
H 0.377 -2.890 0.736
H -1.987 -0.405 4.822
*
```

- HOMO-LUMO gap (eV) = 5.5
- energy above the lowest of the compared OMol25 structures with the same formula, charge and spin (kcal/mol) = 7.1
- E (eV) = -114611.979


Molecular formula: C40H72O22P2
Method: DFT, ωB97M-V with the def2-TZVPD basis set

```
! RIJCOSX wB97M-V def2-TZVPD def2/J DEFGRID3
* xyz 0 1
C 10.267 16.673 15.805
C 9.258 15.511 15.525
O 9.740 14.845 14.348
P 8.735 13.706 13.821
O 7.308 13.933 13.782
O 9.399 13.388 12.439
C 8.659 12.614 11.445
C 9.094 13.102 10.099
O 9.039 12.479 14.779
C 10.410 12.046 15.157
C 10.348 10.582 15.290
H 11.289 16.264 15.787
H 10.133 17.405 15.072
H 10.228 17.176 16.730
H 9.175 14.723 16.269
H 8.257 15.948 15.342
H 8.787 11.610 11.656
H 7.588 12.792 11.716
H 8.557 12.655 9.249
H 8.991 14.177 10.060
H 10.133 12.871 9.940
H 11.135 12.415 14.489
H 10.644 12.502 16.083
H 10.188 10.110 14.339
H 11.228 10.160 15.764
H 9.525 10.385 15.918
C 9.654 18.194 11.947
C 9.758 19.670 11.732
O 10.836 20.203 12.539
P 12.347 20.481 12.182
O 12.742 20.680 10.766
O 12.637 21.711 13.107
C 11.956 22.942 12.687
C 12.360 24.090 13.644
O 13.190 19.292 12.854
C 13.159 19.039 14.319
C 13.432 17.649 14.652
H 10.519 17.672 11.508
H 9.623 17.914 13.007
H 8.822 17.749 11.415
H 9.991 19.849 10.676
H 8.873 20.181 12.085
H 12.386 23.178 11.709
H 10.887 22.729 12.730
H 13.448 24.214 13.725
H 12.027 25.069 13.237
H 11.934 23.863 14.611
H 13.886 19.722 14.766
H 12.162 19.312 14.677
H 14.347 17.410 14.153
H 13.630 17.545 15.695
H 12.609 16.997 14.244
O 15.581 15.198 10.320
C 14.407 15.233 10.573
C 13.641 15.042 11.876
C 12.403 15.858 11.636
C 12.271 15.874 10.127
O 13.580 15.789 9.611
H 13.485 14.020 12.102
H 14.240 15.367 12.734
H 11.502 15.348 12.021
H 12.339 16.894 11.909
H 11.719 14.925 9.811
H 11.833 16.778 9.798
O 18.384 14.096 14.066
C 18.177 15.162 13.582
C 16.765 15.732 13.304
C 17.121 17.136 12.840
C 18.621 17.123 12.477
O 19.189 16.026 13.308
H 16.251 15.086 12.550
H 16.232 15.722 14.254
H 16.471 17.417 12.006
H 17.042 17.881 13.669
H 18.842 16.859 11.457
H 19.134 18.036 12.802
O 12.956 12.700 10.288
C 13.012 11.536 10.630
C 12.901 10.870 11.952
C 13.332 9.417 11.663
C 13.243 9.298 10.123
O 13.180 10.634 9.616
H 13.453 11.329 12.708
H 11.804 10.982 12.230
H 14.375 9.223 11.868
H 12.749 8.625 12.146
H 14.144 8.821 9.620
H 12.320 8.749 9.894
O 10.057 20.196 8.446
C 11.219 19.998 8.278
C 12.268 20.866 7.740
C 13.518 20.032 7.657
C 13.130 18.708 8.442
O 11.734 18.822 8.728
H 11.942 21.287 6.777
H 12.383 21.650 8.480
H 13.778 19.858 6.608
H 14.307 20.580 8.134
H 13.309 17.789 7.902
H 13.595 18.615 9.412
O 18.878 15.490 9.423
C 17.954 15.812 8.683
C 17.333 17.192 8.515
C 16.278 16.977 7.374
C 16.148 15.489 7.238
O 17.354 14.958 7.809
H 16.891 17.513 9.416
H 18.134 17.820 8.152
H 15.380 17.531 7.706
H 16.567 17.369 6.411
H 15.328 14.958 7.685
H 16.300 15.161 6.242
O 13.777 12.223 14.916
C 14.720 11.518 14.990
C 16.222 11.798 14.964
C 16.910 10.628 15.695
C 15.897 9.553 15.328
O 14.609 10.196 15.221
H 16.669 11.913 13.950
H 16.369 12.807 15.481
H 17.948 10.459 15.482
H 16.883 10.833 16.816
H 16.124 9.192 14.315
H 15.878 8.753 16.055
O 15.919 10.818 12.102
C 16.628 11.248 11.224
C 16.232 12.210 10.126
C 17.282 12.005 9.051
C 18.515 11.651 9.952
O 17.887 10.901 11.049
H 15.189 12.053 9.887
H 16.439 13.138 10.667
H 17.021 11.174 8.390
H 17.443 12.926 8.474
H 19.298 10.948 9.534
H 19.048 12.493 10.339
*
```

- HOMO-LUMO gap (eV) = 10.5
- E (eV) = -106276.949


Molecular formula: C27H53N3O3P
Method: DFT, ωB97M-V with the def2-TZVPD basis set

```
! RIJCOSX wB97M-V def2-TZVPD def2/J DEFGRID3
* xyz 1 3
C -2.469 -3.142 0.552
C -3.195 -3.371 -0.371
C -3.690 -3.560 -1.759
C -3.314 -2.361 -2.676
C -3.372 -0.978 -1.992
O -2.221 -0.607 -1.271
C -1.007 -0.829 -1.965
C -0.875 -2.268 -2.477
P 0.776 -2.553 -3.334
C 0.588 -2.122 -5.125
C 0.924 -4.419 -3.304
N -2.022 -2.578 -3.397
H -1.807 -2.829 1.324
H -3.251 -4.470 -2.187
H -4.774 -3.660 -1.691
H -4.099 -2.355 -3.445
H -4.201 -1.007 -1.279
H -3.638 -0.229 -2.758
H -0.200 -0.691 -1.243
H -0.873 -0.098 -2.782
H -0.846 -2.926 -1.603
H -0.211 -2.675 -5.643
H 1.519 -2.381 -5.639
H 0.468 -1.039 -5.233
H 1.566 -4.753 -4.117
H -0.096 -4.830 -3.407
H 1.262 -4.769 -2.327
H -1.941 -3.527 -3.765
H -1.984 -1.902 -4.164
C -2.651 -1.670 5.504
C -3.395 -0.406 5.024
C -3.211 -0.252 3.512
C -1.805 0.199 3.125
C -1.428 1.477 3.868
C -1.609 1.381 5.388
N -2.926 0.794 5.774
O -3.831 1.719 5.660
C -0.462 0.548 5.999
C -1.414 2.777 5.984
C -4.866 -0.714 5.314
H -3.155 -2.567 5.141
H -1.629 -1.746 5.139
H -2.633 -1.725 6.593
H -3.930 0.478 3.124
H -3.440 -1.198 3.012
H -1.076 -0.593 3.328
H -1.766 0.379 2.046
H -0.393 1.739 3.638
H -2.044 2.295 3.479
H -0.657 0.328 7.049
H 0.476 1.101 5.953
H -0.273 -0.388 5.478
H -2.089 3.513 5.550
H -0.400 3.129 5.791
H -1.564 2.769 7.065
H -5.041 -0.816 6.387
H -5.154 -1.653 4.840
H -5.538 0.051 4.928
C 5.887 2.053 -2.866
C 4.478 1.602 -3.305
C 3.757 2.772 -3.979
C 3.313 3.847 -2.992
C 2.469 3.237 -1.877
C 3.139 2.049 -1.178
N 3.715 1.061 -2.140
O 2.747 0.325 -2.598
C 4.241 2.557 -0.224
C 2.113 1.400 -0.245
C 4.747 0.517 -4.352
H 6.521 2.214 -3.738
H 5.898 2.995 -2.325
H 6.368 1.293 -2.249
H 2.874 2.404 -4.515
H 4.406 3.219 -4.735
H 4.178 4.369 -2.575
H 2.728 4.604 -3.517
H 2.228 4.008 -1.142
H 1.513 2.915 -2.307
H 4.839 1.729 0.158
H 3.799 3.061 0.635
H 4.909 3.286 -0.676
H 1.208 1.095 -0.772
H 1.803 2.109 0.523
H 2.532 0.525 0.257
H 5.248 -0.344 -3.905
H 5.394 0.907 -5.137
H 3.836 0.171 -4.839
*
```

- HOMO-LUMO gap (spin up / spin down) (eV) = 7.1 / 7.9
- E (eV) = -48747.743